(1)
The following is a DFT calculation (wB97M-V/def2-TZVPD) of C42H41NO4P2Pb as an isolated structure in a non-equilibrium geometry.

Structure (XYZ):
```
91
Properties=species:S:1:pos:R:3:mulliken_charge:R:1
Pb -3.3405 -1.7494 -0.5464 0.5655
C -4.9824 -0.2596 -4.0079 0.2731
C -4.2175 0.8399 -3.9567 -0.3844
C -4.6298 2.1647 -3.4164 -0.7355
C -5.2778 2.1367 -2.0077 -1.5237
C -4.7326 1.0973 -1.0737 1.2239
C -5.0645 -0.2141 -1.1439 0.0773
C -6.3191 -0.6436 -1.8300 -1.3950
C -6.3337 -0.4333 -3.3836 -0.8832
C -0.5336 0.7643 1.6464 -1.2339
H -4.6444 -1.1372 -4.5926 0.2874
H -3.1989 0.7879 -4.3412 0.4504
H -5.3201 2.6919 -4.1173 0.5426
H -3.7166 2.7803 -3.4207 0.0747
H -5.1302 3.1390 -1.5860 0.5890
H -6.3612 2.0335 -2.1624 0.3911
H -4.1564 1.4939 -0.2429 -0.2528
H -4.9332 -0.9094 -0.2887 0.0775
H -7.1868 -0.0937 -1.4516 0.3031
H -6.4454 -1.6990 -1.5554 0.4211
H -6.8014 -1.3454 -3.8059 0.4123
H -7.0488 0.3980 -3.6000 0.3782
H -0.6838 -0.1775 1.1247 0.0375
H -0.2784 0.4826 2.7076 0.5378
H 0.2782 1.3349 1.1336 0.2595
P -0.5154 0.6372 -2.3517 0.6977
P -1.9997 1.7622 1.5181 3.0061
C -1.6526 1.5769 -1.3767 0.1357
C -1.9640 2.2703 -0.2113 -0.6150
C 0.3688 1.6715 -3.5455 -0.2871
C -0.2853 2.5291 -4.4690 0.0249
C 0.4092 3.0642 -5.5583 -0.7433
C 1.7638 2.7700 -5.7487 -0.5398
C 2.4295 2.0060 -4.7822 -0.5715
C 1.7515 1.4777 -3.6818 -0.5886
C -1.1261 -0.7938 -3.2690 -0.0095
C -2.3411 -1.4105 -2.7429 1.3816
C -2.7301 -2.7291 -3.1906 -0.2897
C -2.3272 -3.1282 -4.4527 -0.6305
C -1.4866 -2.2928 -5.1906 -0.8877
C -0.8647 -1.1788 -4.6083 -0.3207
C -1.7943 3.2838 2.4300 0.2476
C -0.7231 4.0951 2.0077 -0.6782
C -0.2837 5.1216 2.8404 -0.6295
C -0.8768 5.3137 4.1006 -0.4875
C -1.9394 4.4871 4.5126 -0.7276
C -2.3867 3.4565 3.6873 -0.3956
C -3.3627 0.7931 2.2362 0.6185
C -3.2170 -0.5856 2.5532 -1.1580
C -4.3403 -1.3368 2.9052 -0.2933
C -5.6071 -0.7640 2.9859 -0.6612
C -5.7366 0.6041 2.7225 -0.6447
C -4.6321 1.3871 2.3693 -0.5955
H -2.2691 2.0102 -2.2160 -0.9523
H -2.4196 3.2919 -0.3629 0.4666
H -1.3445 2.7809 -4.3677 0.3372
H -0.0988 3.7046 -6.2794 0.4078
H 2.2958 3.1216 -6.6476 0.3576
H 3.4931 1.7996 -4.8936 0.4107
H 2.3083 0.8840 -2.9622 0.2481
H -3.1929 -0.6441 -2.6745 -1.2803
H -3.3555 -3.3661 -2.5598 0.1322
H -2.6372 -4.0949 -4.8346 0.4047
H -1.2432 -2.5841 -6.2132 0.3750
H -0.1376 -0.6391 -5.2311 0.4208
H -0.2093 3.8722 1.0681 0.3231
H 0.5324 5.7716 2.5214 0.3851
H -0.5218 6.1055 4.7648 0.3553
H -2.4162 4.6311 5.4782 0.4063
H -3.1445 2.7404 4.0105 0.3082
H -2.2203 -1.0542 2.5414 0.3495
H -4.2276 -2.4052 3.1276 0.3904
H -6.4808 -1.3773 3.2369 0.3918
H -6.7130 1.0707 2.7937 0.3899
H -4.7483 2.4676 2.1838 0.4308
O 0.0472 -1.9828 -0.4839 -0.6149
C 0.9313 -1.1859 -0.7406 0.3984
O 0.6753 -0.0068 -1.4341 0.1448
C 2.3595 -1.2863 -0.2179 0.3235
C 3.2840 -0.2232 -0.0925 -0.1856
C 4.6016 -0.4189 0.3247 -0.5771
C 5.0404 -1.6986 0.7240 -0.1056
C 4.1400 -2.7787 0.5966 -0.4614
C 2.8227 -2.5524 0.1727 -0.4225
N 6.3905 -1.8803 1.2192 0.9033
O 7.1455 -0.8843 1.3530 -0.5645
O 6.7894 -3.0284 1.5286 -0.5654
H 2.9400 0.7736 -0.3324 0.4401
H 5.3187 0.3993 0.3046 0.4509
H 4.5102 -3.7873 0.8015 0.4367
H 2.1702 -3.4126 0.1530 0.4902
```

As for the spin multiplicity: 1. As for the lowest unoccupied orbital energy: -1.4 eV. The calculation puts the HOMO-LUMO gap at 3.1086 eV. The value obtained for the strongest force on any atom is 4.7 eV/A.

(2)
The following is a DFT calculation (wB97M-V/def2-TZVPD) of a 7-piece molecular cluster, C9H24FN3O9 overall in a non-equilibrium geometry.

Structure (XYZ):
```
46
Properties=species:S:1:pos:R:3:mulliken_charge:R:1
N -0.4753 1.1665 -0.2087 -0.1263
H 0.0586 1.6810 -0.9203 0.3401
H -1.1624 1.8252 0.1910 0.3777
H 0.3093 0.8292 0.4893 0.2773
H -0.9821 0.4074 -0.7566 0.3841
N -4.1869 -0.1204 0.0572 -0.3408
H -5.1347 -0.1686 -0.3272 0.3883
H -4.0689 -0.9595 0.6225 0.3238
H -3.9970 0.7170 0.6592 0.3896
H -3.5174 -0.1144 -0.7399 0.3204
N 0.4157 -2.2810 3.0486 -0.2521
H 0.0540 -3.1111 2.5466 0.4199
H 1.0753 -1.8119 2.3570 0.2366
H 0.7455 -2.7129 3.9083 0.3687
H -0.4339 -1.6865 3.1964 0.3488
C -2.3728 1.2926 4.5436 -0.8366
C -2.6053 0.1626 3.5223 0.4842
O -1.8375 -0.8678 3.6496 -0.8668
O -3.3250 0.3780 2.5236 -0.6989
H -3.2749 1.8857 4.7027 0.3001
H -1.6272 1.9331 4.0673 0.1878
H -1.9857 0.9462 5.4943 0.3100
C 3.8438 0.3612 2.1987 -1.0869
C 2.5246 -0.1226 1.6579 0.8677
O 2.3808 -1.3867 1.4806 -0.8737
O 1.5800 0.7656 1.5739 -0.8900
H 4.3565 -0.3260 2.8811 0.3187
H 3.7663 1.3304 2.6764 0.3240
H 4.5923 0.3319 1.3916 0.2288
C -2.2790 -1.3734 -3.9250 -1.0240
C -1.5132 -1.1550 -2.6485 0.6080
O -0.3441 -1.5131 -2.5483 -0.6044
O -2.1251 -0.5089 -1.6994 -1.0032
H -1.9685 -0.6665 -4.7040 0.2277
H -3.3444 -1.1480 -3.8010 0.2732
H -2.2280 -2.3457 -4.4139 0.3267
C 2.7708 1.5026 -3.9550 -0.4030
C 3.1038 1.3489 -2.4669 0.3164
O 3.0227 -0.0272 -2.2742 -0.2576
C 2.9733 -0.6855 -3.4603 0.6026
O 2.9277 -1.8392 -3.6799 -0.4660
O 3.0729 0.2413 -4.4874 -0.3655
F 2.1573 2.0328 -1.7682 -0.2899
H 3.2533 2.4148 -4.3235 0.3222
H 1.7131 1.6973 -4.1629 0.2682
H 4.0916 1.6806 -2.1686 0.2440
```

As for the spin multiplicity: 1. As for the lowest unoccupied orbital energy: 0.0 eV. The calculation puts the HOMO-LUMO gap at 8.7481 eV. The value obtained for the strongest force on any atom is 2.5 eV/A.

Result set for energy above the lowest of the compared OMol25 structures with the same formula, charge and spin: 1.705, 0.000 eV, one per record in the order listed.